# 1
Below is a 2-piece molecular cluster, C6H6F3NO3S overall, with properties calculated with the ωB97M-V functional and the def2-TZVPD basis.

LUMO (spin up / spin down) (eV): 0.42 / -2.56
HOMO-LUMO gap (spin up / spin down) (eV): 6.8 / 7.3
<S²>: 2.0073

ORCA input file:
```
! RIJCOSX wB97M-V def2-TZVPD def2/J DEFGRID3
* xyz 0 3
C -1.8758 -1.6297 -0.7505
C 1.1622 0.2697 -0.5207
C -1.7945 -1.8289 0.7706
C -0.2112 -0.1102 -0.1808
C 3.2926 0.6900 0.4800
C -1.3668 1.7138 0.2076
N -0.9863 -0.6681 -1.1340
O -2.7204 -2.0202 -1.5109
O 1.6376 0.4668 -1.6350
O 1.9415 0.3168 0.5888
F -2.4682 1.5148 -0.4444
F -1.5758 1.6045 1.5806
F -0.7195 2.8074 -0.1653
S -0.2471 -1.0224 1.3238
H -2.7432 -1.3591 1.1537
H -1.5463 -2.7850 1.0735
H 4.0572 -0.1598 0.2537
H 3.5131 1.1618 1.3911
H 3.5340 1.5274 -0.3761
H -0.8832 -0.4898 -2.1057
*
```

natural (NBO) population analysis, charges in e, atoms 1 to 4: 0.66 0.68 -0.64 -0.12



# 2
Below is C42H22Cl2F15GeMgN6O2S as an isolated structure, with properties calculated with the ωB97M-V functional and the def2-TZVPD basis.

LUMO (eV): 2.04
HOMO-LUMO gap (eV): 6.8

ORCA input file:
```
! RIJCOSX wB97M-V def2-TZVPD def2/J DEFGRID3
* xyz -1 1
Mg 0.1813 0.3506 -1.0311
Cl 7.0783 0.5101 -2.0047
C 5.4877 0.7549 -1.3420
C 4.3629 0.3543 -2.0713
C 3.0703 0.4432 -1.5232
N 1.8848 0.0110 -2.1054
C 1.8461 -0.6412 -3.2852
O 2.7528 -0.7695 -4.1334
C 0.5085 -1.3097 -3.5689
C 0.3239 -2.0814 -4.7125
C -0.9082 -2.6903 -4.9231
C -1.8900 -2.5184 -3.9378
C -1.6171 -1.7486 -2.8248
N -0.4587 -1.1293 -2.6573
C 2.9060 1.0251 -0.2327
C 4.0582 1.4592 0.4349
C 5.3288 1.3384 -0.1017
Cl 6.6402 1.8861 0.9369
N 1.5937 1.2573 0.2540
C 1.4739 1.6407 1.5495
O 2.2722 1.4346 2.4631
C 0.2919 2.5491 1.9137
C 0.3651 3.2134 3.1347
C -0.5694 4.1991 3.4521
C -1.5785 4.4474 2.5367
C -1.5922 3.7175 1.3586
N -0.6787 2.8036 1.0424
H 4.5090 -0.0583 -3.0730
H 1.1583 -2.1909 -5.4128
H -1.0666 -3.3060 -5.8114
H -2.8587 -2.9941 -4.0429
H -2.3839 -1.5989 -2.0663
H 3.9783 1.9050 1.4096
H 1.1974 2.9598 3.7819
H -0.5232 4.7046 4.4194
H -2.3761 5.1505 2.7458
H -2.3865 3.8711 0.6264
F -4.0350 -0.7870 2.5705
C -3.5212 -1.7364 3.3505
C -2.2543 -2.2561 3.1534
C -1.8168 -3.1962 4.0619
F -0.6181 -3.7903 3.8795
C -2.5746 -3.6328 5.1338
F -2.0984 -4.5620 5.9598
C -3.8475 -3.0942 5.3049
F -4.6222 -3.4988 6.3002
C -4.3099 -2.1376 4.4095
F -5.5150 -1.5927 4.5961
Ge -1.0110 -1.7577 1.7455
S -1.8296 -0.2593 0.5250
C -0.6001 -3.3071 0.6228
C 0.4089 -3.1887 -0.3274
F 1.2034 -2.1145 -0.3072
C 0.5675 -4.1057 -1.3520
F 1.5427 -3.9592 -2.2427
C -0.2899 -5.2045 -1.4026
F -0.1219 -6.1185 -2.3520
C -1.2818 -5.3744 -0.4520
F -2.0802 -6.4440 -0.4716
C -1.4140 -4.4253 0.5592
F -2.3881 -4.6309 1.4768
C 0.5315 -1.3100 2.8840
C 1.7761 -1.9304 2.8693
F 2.1157 -2.8392 1.9357
C 2.7790 -1.6174 3.7746
F 3.9767 -2.1922 3.6704
C 2.5289 -0.6956 4.7654
F 3.4704 -0.3564 5.6653
C 1.2911 -0.0782 4.8371
F 1.0673 0.8851 5.7458
C 0.3371 -0.3718 3.8856
F -0.8191 0.3168 3.9288
C 0.3047 3.2308 -2.0084
C -0.2704 4.5145 -2.6743
N -1.3455 4.1704 -3.6216
C -0.8406 3.1784 -4.5622
C -0.4531 1.8728 -3.8176
N -0.5547 2.0590 -2.3639
C -1.9702 2.3702 -2.0534
C -2.4685 3.5943 -2.8573
H 0.3258 3.3240 -0.9249
H 1.3230 3.0277 -2.3858
H 0.5080 5.0966 -3.1883
H -0.7323 5.1581 -1.9130
H 0.0239 3.6145 -5.0537
H -1.5893 2.9518 -5.3223
H 0.5731 1.5726 -4.0276
H -1.0930 1.0234 -4.0611
H -2.0135 2.5097 -0.9730
H -2.5589 1.4883 -2.2668
H -2.8816 4.3801 -2.2166
H -3.2163 3.2758 -3.6108
*
```

Mulliken population analysis, charges in e, atoms 1 to 4: 2.90 -0.26 0.23 -0.85



Calculated F_max, 0.1119; 0.0264 hartree/bohr (same order as the records).
Calculated calculated total energy, -32934.902; -195555.836 eV (same order as the records).